Here is an isolated molecule of C5H4FNS from the OMol25 dataset. Energies are from ωB97M-V/def2-TZVPD.

Output
Orbital gap in eV: 9.104
SMILES: C=CS/C=C(/F)C#N
HOMO in eV: -8.970

CARTESIAN COORDINATES (ANGSTROEM)
C 2.235 0.330 -0.080
C 0.922 0.472 -0.096
C -1.682 -0.023 0.326
C -2.908 -0.150 -0.186
C 2.946 -0.908 0.058
H 0.551 1.561 -0.124
H -1.518 0.510 1.250
H -3.716 0.361 0.284
H -3.168 -0.794 -1.016
N 3.464 -1.951 0.045
F 3.068 1.411 -0.196
S -0.194 -0.820 -0.264

---

Here is a structure of composition C5H4HgO2 from the OMol25 dataset. Energies are from ωB97M-V/def2-TZVPD.

Output
Orbital gap (spin up / spin down) in eV: 6.886 / 8.144
Total charge: +2
HOMO (spin up / spin down) in eV: -17.835 / -19.009

CARTESIAN COORDINATES (ANGSTROEM)
O -1.666 -2.077 -2.137
C -0.946 -1.285 -1.773
C -0.069 -0.288 -1.418
C -0.409 0.573 -0.414
C -0.966 1.699 -0.058
H 0.916 -0.316 -1.895
H -1.326 2.411 -0.805
H -0.751 2.131 0.923
C 0.878 -0.350 1.799
O 1.562 -1.158 1.131
Hg 1.616 -2.066 2.880
H 1.163 0.727 1.766

---

Here is an isolated molecule of C5H4I2 from the OMol25 dataset. Energies are from ωB97M-V/def2-TZVPD.

Output
Orbital gap in eV: 8.645
SMILES: C=C=C(I)/C=C/I
HOMO in eV: -8.931

CARTESIAN COORDINATES (ANGSTROEM)
C 1.471 -0.114 0.065
C 2.620 -0.635 -0.077
C -1.089 -0.262 -0.095
C -2.229 0.383 0.140
C 0.267 0.353 0.069
I -4.133 -0.703 -0.020
I 0.193 2.560 -0.018
H 3.214 -0.761 0.837
H 3.063 -0.913 -0.991
H -0.951 -1.217 -0.450
H -2.427 1.310 0.542

---

Here is an isolated molecule of C5H4IN from the OMol25 dataset. Energies are from ωB97M-V/def2-TZVPD.

Output
Orbital gap (spin up / spin down) in eV: 6.532 / 6.516
HOMO (spin up / spin down) in eV: -8.119 / -8.155

CARTESIAN COORDINATES (ANGSTROEM)
C -0.347 1.507 -1.044
C 0.040 0.609 -0.243
C -1.138 2.241 -1.844
C 0.150 -0.339 0.826
C 0.543 -1.608 0.154
N -0.209 0.000 1.977
I -0.851 4.168 -2.525
H -0.041 -2.558 0.576
H 0.410 -1.442 -0.903
H 1.576 -1.923 0.336
H -0.135 -0.656 2.692

---

Here is the ion C5H4IO3 with charge -1 from the OMol25 dataset. Energies are from ωB97M-V/def2-TZVPD.

Output
Orbital gap in eV: 7.166
Total charge: -1
SMILES: C[C@@H](I)OC([O-])=C=C=O
HOMO in eV: -4.276

CARTESIAN COORDINATES (ANGSTROEM)
C -0.701 2.432 -0.260
C -0.504 3.104 0.739
C -0.847 1.699 -1.385
C 0.610 0.104 -0.233
C 0.824 -1.365 0.082
O -0.252 3.730 1.720
O -1.494 1.906 -2.403
O -0.223 0.414 -1.300
I 2.780 0.870 -0.456
H 0.222 0.889 0.487
H 1.779 -1.959 -0.246
H -0.001 -1.971 -0.348
H 0.757 -1.262 1.190

---

Here is a structure of composition C5H4KMgO6 from the OMol25 dataset. Energies are from ωB97M-V/def2-TZVPD.

Output
Orbital gap (spin up / spin down) in eV: 4.524 / 4.510
Total charge: +2
2S+1: 2
HOMO (spin up / spin down) in eV: -13.867 / -13.860

CARTESIAN COORDINATES (ANGSTROEM)
O -1.222 -3.813 5.634
C -0.910 -3.433 4.603
O -0.575 -3.062 3.546
O -0.808 -1.190 0.258
Mg -0.231 -2.291 1.730
O 1.267 3.326 -0.133
C 1.315 2.232 -0.737
O 2.360 1.557 -0.893
O 0.196 1.867 -1.403
C 0.101 0.565 -1.981
C -1.666 0.071 -1.556
C -0.820 -0.171 -0.411
K 4.215 3.984 0.131
H 0.985 0.731 -2.629
H 0.173 -0.306 -2.665
H -1.879 -0.799 -2.188
H -2.502 0.732 -1.305

---

Here is a structure of composition C5H4LiO7Tb from the OMol25 dataset. Energies are from ωB97M-V/def2-TZVPD.

Output
Orbital gap (spin up / spin down) in eV: 8.917 / 5.475
Total charge: +1
2S+1: 8
HOMO (spin up / spin down) in eV: -13.589 / -10.757

CARTESIAN COORDINATES (ANGSTROEM)
O 1.317 0.445 1.911
C 1.760 -0.593 1.335
O 1.861 -1.768 1.693
O 0.425 -1.345 -0.864
O -1.794 -1.065 -0.454
C -2.632 0.039 -0.174
C -1.817 1.233 -0.654
O -0.475 0.811 -0.427
C -0.471 -0.730 -0.223
H -3.575 -0.085 -0.718
H -2.840 0.095 0.907
H -2.063 2.153 -0.112
H -1.930 1.423 -1.729
Tb 1.175 1.934 0.496
Li 1.914 -2.388 -0.293
O 2.755 1.045 -0.324
O 3.538 -1.046 -0.436
C 2.851 -0.157 0.066

---

Here is the ion C5H4N with charge +1 from the OMol25 dataset. Energies are from ωB97M-V/def2-TZVPD.

Output
Orbital gap in eV: 9.511
Total charge: +1
SMILES: C=C=[N+]=c1cc1
HOMO in eV: -14.213

CARTESIAN COORDINATES (ANGSTROEM)
C 2.148 0.609 0.041
C 2.425 -0.680 0.124
C -1.437 -0.135 0.011
C -2.750 0.131 0.036
C 1.031 -0.256 0.017
N -0.222 -0.428 -0.010
H 2.231 1.641 -0.202
H 3.130 -1.536 -0.074
H -3.602 -0.564 -0.228
H -2.954 1.218 0.284

---

Here is a structure of composition C5H4N from the OMol25 dataset. Energies are from ωB97M-V/def2-TZVPD.

Output
Orbital gap (spin up / spin down) in eV: 8.213 / 8.210
Total charge: +1
HOMO (spin up / spin down) in eV: -16.079 / -16.079

CARTESIAN COORDINATES (ANGSTROEM)
C -1.076 -0.742 2.345
C -0.654 -0.305 1.194
C 0.213 1.361 0.289
C 0.330 0.802 1.450
C 0.131 -0.734 -1.132
N -0.342 0.110 -0.139
H 0.771 2.249 -0.133
H 0.332 -0.017 -1.877
H 0.963 -1.294 -0.774
H -0.669 -1.432 -1.223

---

Here is an isolated molecule of C5H4N2 from the OMol25 dataset. Energies are from ωB97M-V/def2-TZVPD.

Output
Orbital gap (spin up / spin down) in eV: 7.130 / 7.196
HOMO (spin up / spin down) in eV: -7.654 / -7.698

CARTESIAN COORDINATES (ANGSTROEM)
C 1.464 0.957 2.392
C 1.111 0.369 1.397
C 0.699 -0.109 0.136
N -0.406 -0.822 -0.043
C -1.158 -0.819 -1.166
C -1.047 0.301 -2.008
N -0.948 1.294 -2.611
H 1.757 1.515 3.254
H 1.150 0.284 -0.766
H -0.750 -1.362 0.749
H -1.874 -1.608 -1.333

---

Here is an isolated molecule of C5H4N2 from the OMol25 dataset. Energies are from ωB97M-V/def2-TZVPD.

Output
Orbital gap in eV: 8.866
HOMO in eV: -8.402

CARTESIAN COORDINATES (ANGSTROEM)
C 2.475 0.376 -0.128
C 1.373 -0.295 0.118
C 0.214 -0.796 0.302
C -1.071 -1.062 0.426
N -2.051 -0.068 0.189
N -1.595 1.045 -0.399
C -0.691 1.754 -0.701
H 3.486 0.001 0.007
H -1.485 -2.004 0.776
H -2.983 -0.340 -0.090
H 2.327 1.389 -0.500

---

Here is an isolated molecule of C5H4N2 from the OMol25 dataset. Energies are from ωB97M-V/def2-TZVPD.

Output
Orbital gap in eV: 9.789
SMILES: C#Cc1ccn[nH]1
HOMO in eV: -8.955

CARTESIAN COORDINATES (ANGSTROEM)
C -1.306 1.991 -1.387
C -0.957 1.096 -0.659
C -0.337 0.030 0.060
C 0.648 -0.749 -0.482
C 1.307 -1.366 0.583
N 0.708 -1.114 1.751
N -0.403 -0.224 1.379
H -1.604 2.791 -2.030
H 0.731 -0.954 -1.527
H 2.254 -1.910 0.409
H -1.041 0.410 1.903

---

Here are the calculated largest force on an atom numbers, same order: 0.05146 0.13431 0.07365 0.07347 0.05127 0.10131 0.10997 0.05108 0.08862 0.02192 0.02153 0.04253 (hartree/bohr).